(1)
{
  "formula": "C23H68N10O11",
  "method": "ωB97M-V/def2-TZVPD",
  "elements": ["O", "O", "O", "O", "O", "O", "O", "O", "O", "O", "O", "N", "N", "N", "N", "N", "N", "N", "N", "N", "N", "C", "C", "C", "C", "C", "C", "C", "C", "C", "C", "C", "C", "C", "C", "C", "C", "C", "C", "C", "C", "C", "C", "C", "H", "H", "H", "H", "H", "H", "H", "H", "H", "H", "H", "H", "H", "H", "H", "H", "H", "H", "H", "H", "H", "H", "H", "H", "H", "H", "H", "H", "H", "H", "H", "H", "H", "H", "H", "H", "H", "H", "H", "H", "H", "H", "H", "H", "H", "H", "H", "H", "H", "H", "H", "H", "H", "H", "H", "H", "H", "H", "H", "H", "H", "H", "H", "H", "H", "H", "H", "H"],
  "positions_angstrom": [[12.89, 13.94, 8.60], [12.40, 7.40, 7.54], [11.34, 11.86, -0.17], [15.17, 7.91, -0.72], [8.09, 12.16, 7.02], [15.02, 11.77, 2.24], [11.40, 5.76, -2.50], [14.75, 2.43, 2.47], [7.73, 8.75, 0.81], [18.51, 8.36, 2.48], [12.45, 10.98, 2.30], [13.20, 7.75, -1.85], [11.82, 11.04, -2.21], [6.47, 10.22, 2.01], [17.85, 8.02, 0.32], [12.61, 6.45, 5.49], [10.05, 10.28, -1.18], [11.41, 5.44, 7.06], [8.64, 10.28, 2.24], [14.24, 5.98, -1.10], [16.34, 8.13, 1.86], [7.63, 9.67, 1.65], [13.57, 3.19, 2.15], [12.22, 6.48, 6.75], [12.67, 9.56, 2.65], [15.77, 11.49, 3.41], [9.18, 10.11, 6.64], [12.34, 8.69, 1.46], [17.68, 8.24, 1.59], [10.05, 5.59, -0.54], [6.89, 10.20, 7.83], [11.82, 9.32, 3.91], [13.08, 12.98, 7.58], [8.25, 10.91, 7.62], [10.08, 6.02, -1.99], [11.02, 11.16, -1.14], [12.45, 13.46, 6.27], [15.08, 11.69, 4.68], [16.99, 12.45, 3.21], [9.13, 5.24, -2.92], [12.53, 11.60, 8.01], [13.93, 4.69, 2.24], [13.10, 2.68, 0.75], [14.24, 7.28, -1.20], [12.60, 12.76, 5.44], [14.27, 4.85, 3.27], [11.37, 13.49, 6.38], [11.59, 11.67, 8.55], [6.11, 10.81, 8.28], [6.45, 9.90, 6.87], [13.81, 2.97, -0.03], [11.52, 10.42, -2.96], [11.27, 8.67, 1.22], [7.90, 12.76, 7.75], [5.62, 9.88, 1.59], [18.80, 7.97, -0.02], [10.10, 10.65, 6.41], [12.17, 11.06, 7.13], [14.96, 5.53, -0.56], [11.01, 5.04, 6.22], [17.67, 12.40, 4.06], [9.39, 5.41, -3.97], [15.73, 11.59, 5.54], [13.39, 5.49, -1.34], [13.30, 10.97, 8.46], [12.11, 3.08, 0.55], [17.04, 7.89, -0.26], [14.13, 11.41, 2.40], [7.16, 9.30, 8.39], [8.08, 5.51, -2.82], [8.78, 10.98, 8.58], [12.82, 14.44, 5.98], [12.23, 5.80, 4.82], [13.00, 5.22, 2.03], [6.41, 10.88, 2.77], [9.26, 4.18, -2.69], [12.31, 9.76, 4.77], [12.48, 7.64, 1.71], [9.54, 10.21, -0.31], [8.68, 10.01, 5.68], [14.79, 12.75, 4.69], [12.82, 3.01, 2.92], [12.63, 11.62, -2.25], [13.20, 1.59, 0.69], [9.02, 5.34, -0.28], [13.40, 7.03, 5.23], [14.73, 5.02, 1.58], [14.72, 2.35, 3.43], [12.99, 8.73, -1.92], [11.52, 4.81, -2.45], [14.15, 12.88, 7.38], [10.83, 9.75, 3.79], [10.41, 6.27, 0.24], [17.55, 12.23, 2.30], [12.04, 10.93, 1.42], [13.29, 14.74, 8.23], [10.51, 4.61, -0.43], [15.71, 8.28, 1.09], [9.95, 7.10, -2.09], [12.52, 7.03, -2.05], [16.04, 8.06, 2.82], [16.09, 10.44, 3.36], [11.63, 8.25, 4.06], [8.51, 11.11, 2.80], [13.72, 9.43, 2.90], [9.95, 9.72, -2.01], [13.00, 8.88, 0.62], [9.58, 9.18, 7.05], [9.57, 9.91, 2.11], [10.77, 5.45, 7.83], [16.64, 13.48, 3.09], [14.17, 11.12, 4.86]],
  "multiplicity": 1,
  "de_lowest_kcal_mol": 75.2,
  "total_energy_ha": -2292.4401,
  "smiles": "NC(N)=O.NC(N)=O.NC(N)=O.NC(N)=O.NC(N)=O.CC(C)O.CC(C)O.CC(C)O.CC(C)O.CC(C)O.CC(C)O",
  "gap_ev": 8.688
}

(2)
{
  "formula": "C32H56N2O21",
  "method": "ωB97M-V/def2-TZVPD",
  "elements": ["O", "O", "O", "O", "O", "O", "O", "O", "O", "O", "O", "O", "O", "O", "O", "O", "O", "O", "O", "O", "O", "N", "N", "C", "C", "C", "C", "C", "C", "C", "C", "C", "C", "C", "C", "C", "C", "C", "C", "C", "C", "C", "C", "C", "C", "C", "C", "C", "C", "C", "C", "C", "C", "C", "C", "H", "H", "H", "H", "H", "H", "H", "H", "H", "H", "H", "H", "H", "H", "H", "H", "H", "H", "H", "H", "H", "H", "H", "H", "H", "H", "H", "H", "H", "H", "H", "H", "H", "H", "H", "H", "H", "H", "H", "H", "H", "H", "H", "H", "H", "H", "H", "H", "H", "H", "H", "H", "H", "H", "H", "H"],
  "positions_angstrom": [[-1.20, -1.95, 0.24], [-1.31, 5.72, -1.59], [-2.52, -2.90, 2.95], [-4.18, -1.64, -4.29], [4.97, 1.35, 5.27], [-3.32, -2.28, -6.44], [3.88, 1.25, 3.30], [2.25, -2.72, -4.45], [-2.44, -3.22, -4.51], [-1.01, -4.16, 4.02], [-3.55, 2.47, 2.60], [-0.37, -3.82, -0.68], [0.52, 5.10, -2.95], [5.61, 2.55, 3.46], [3.39, -1.61, -5.98], [-2.28, -5.10, 2.47], [1.07, -2.10, -6.43], [-1.23, 1.93, 2.38], [-2.12, 3.80, 3.56], [0.83, -2.55, 0.72], [-0.34, 3.55, -1.62], [-2.18, -0.14, 7.71], [5.31, 0.62, -0.70], [1.44, 0.92, -1.76], [-3.90, 1.46, 1.62], [-3.29, -2.35, -5.06], [-0.76, -0.98, 1.19], [2.21, -2.15, -5.63], [-0.85, 4.25, 3.91], [-4.41, -5.41, 1.38], [0.51, 6.42, -3.42], [-0.38, 4.79, -2.06], [3.87, 2.06, 2.14], [-0.22, -2.85, -0.01], [2.56, 2.85, 2.11], [0.57, -1.61, 1.72], [4.56, 0.28, -1.60], [-2.25, 2.71, 2.82], [1.80, -0.72, 1.78], [5.10, 2.92, 2.20], [-3.21, -4.56, 1.50], [1.13, -3.28, -3.87], [-1.07, 3.14, -0.42], [2.19, -0.29, -2.38], [1.41, -0.05, 5.78], [-1.92, -4.06, 3.24], [-1.10, -0.38, 5.31], [3.40, -0.74, -7.08], [-3.46, -3.09, 1.91], [4.86, 1.68, 4.08], [0.18, 0.55, 5.12], [-2.47, -3.46, -3.12], [-4.17, -1.33, -7.11], [3.65, 0.00, -2.73], [-1.71, -0.26, 6.66], [-0.64, -0.01, 0.85], [-3.67, 1.86, 0.65], [1.80, -0.16, 2.70], [1.74, -1.00, 5.37], [0.41, -2.48, -3.72], [2.01, 0.05, 0.97], [-0.86, 5.00, 4.64], [3.96, 1.42, 1.29], [0.56, -3.86, -4.52], [3.20, -1.38, -7.91], [2.12, 1.24, -0.91], [2.69, -1.33, 1.78], [2.56, 3.60, 2.93], [0.88, 6.57, -4.39], [4.12, -0.81, -3.33], [-4.79, -5.69, 2.41], [-1.10, 3.96, 0.35], [0.56, 0.63, -1.30], [-0.32, 4.71, 3.06], [2.24, 0.69, 5.72], [-3.46, -3.64, -2.79], [-4.51, -2.85, 2.18], [4.36, -0.25, -7.27], [-5.00, -1.90, -7.51], [-0.45, 7.02, -3.26], [1.64, -0.55, -3.22], [3.75, 0.91, -3.37], [2.47, 3.51, 1.26], [2.20, -1.18, -1.76], [1.14, -0.19, 6.85], [-0.07, 1.52, 5.56], [-4.07, -6.35, 0.98], [-0.43, 2.32, -0.14], [-1.99, -4.37, -2.86], [-3.67, -0.85, -7.93], [-4.98, 1.15, 1.61], [1.62, 2.32, 2.22], [2.74, 0.06, -6.98], [1.24, 1.75, -2.53], [1.21, 6.95, -2.78], [-4.51, -0.54, -6.41], [-3.33, 0.53, 1.71], [-2.09, -2.63, -2.50], [5.82, 2.65, 1.43], [-2.74, -4.52, 0.52], [-2.08, 2.89, -0.60], [4.88, 4.04, 2.08], [-1.94, -0.07, 4.64], [-3.34, -2.38, 1.14], [1.22, -3.70, -2.84], [0.32, -2.21, 2.61], [-0.93, -1.48, 5.05], [0.31, 0.82, 4.07], [-1.42, -0.87, 2.00], [-5.20, -5.01, 0.78], [-0.23, 3.39, 4.16]],
  "multiplicity": 1,
  "de_lowest_kcal_mol": 3.8,
  "total_energy_ha": -2942.2917,
  "smiles": "C[C@H]1COC(=O)O1.C[C@H]1COC(=O)O1.C[C@H]1COC(=O)O1.COC(=O)OC.COC(=O)OC.COC(=O)OC.COC(=O)OC.CCCC#N.CCCC#N",
  "gap_ev": 10.419
}